(1)
A single C4H4ClFO molecule, computed with ωB97M-V with the def2-TZVPD basis set.

Gap between HOMO and LUMO (eV): 9.8
Relative energy (zero: lowest compared OMol25 entry of this formula, charge and spin) (eV): 1.888
Molecular weight (g mol⁻¹): 122.526
E_LUMO (eV): 0.0
SMILES: CC(=O)/C=C(\F)Cl
Calculated total energy (eV): -21497.3299

Structure (XYZ):
```
11
Properties=species:S:1:pos:R:3:forces:R:3:lowdin_charge:R:1
C 2.172997 0.038496 0.383237 2.587 -1.930 -2.911 -0.06
C 1.107848 0.998118 0.768910 1.823 -0.912 0.358 -0.54
O 1.442748 1.848642 1.541007 -0.919 1.801 0.837 0.08
C -0.245817 0.789002 0.270813 -1.653 2.304 0.430 -0.05
C -0.558665 -0.310228 -0.392510 0.867 -1.699 0.290 -0.69
F 0.390174 -1.354227 -0.610984 -3.671 1.056 -0.066 -0.08
Cl -2.128517 -0.743631 -0.834314 -0.003 -0.241 -0.384 0.77
H 2.204986 -0.880464 1.164820 0.510 2.460 -1.552 0.14
H 1.810968 -0.529372 -0.595239 2.226 1.882 2.162 0.08
H 3.278682 0.697786 0.079480 -3.432 -2.325 1.596 0.18
H -1.021582 1.660362 0.522366 1.664 -2.396 -0.759 0.18
```
Forces are in eV/Å.

***

(2)
2 unconnected molecules or ions with the total composition C6H18N2P, computed with ωB97M-V with the def2-TZVPD basis set.

Gap between HOMO and LUMO (eV): 10.6
Charge: +1
Relative energy (zero: lowest compared OMol25 entry of this formula, charge and spin) (eV): 2.514
Molecular weight (g mol⁻¹): 149.198
E_LUMO (eV): -2.6
Calculated total energy (eV): -18774.4899

Structure (XYZ):
```
27
Properties=species:S:1:pos:R:3:forces:R:3:lowdin_charge:R:1
C 4.139336 -0.910826 -0.441586 -0.389 -1.920 0.152 -0.06
C 3.482730 1.030666 0.609928 0.675 -2.528 0.076 -0.11
C -3.280820 0.018784 1.392972 3.593 -2.489 -0.138 -0.07
C -3.008498 0.539242 -0.974021 0.099 -1.233 0.537 -0.11
C 0.053265 1.128238 -0.759067 1.839 -3.591 -1.311 -0.17
C -0.556455 -1.927416 -0.299825 0.868 1.043 3.220 -0.14
N 3.140197 -0.193582 -0.156449 0.315 0.410 0.318 -0.09
N -2.375048 0.541665 0.340973 0.653 -1.794 -0.243 -0.38
P -0.812725 -0.144576 0.219461 -1.161 0.582 -2.618 0.96
H 5.154956 -0.713517 -0.131020 0.388 0.574 0.054 0.07
H -0.246444 -0.030438 1.390425 0.841 0.187 2.469 0.03
H 4.045187 -1.952622 -0.855057 -0.367 1.232 -0.074 0.09
H 3.092029 0.967744 1.600187 -0.305 -0.350 0.845 0.07
H 4.544243 1.144786 0.661087 0.768 0.281 0.135 0.07
H 3.057044 1.860741 0.200960 -1.148 2.316 -1.458 0.03
H -4.073927 -0.611121 1.061679 -0.730 -0.093 -0.677 0.08
H -2.577312 -0.708335 1.916542 -1.391 0.970 0.524 0.09
H -3.572760 0.824735 1.967547 -0.837 1.325 1.478 0.07
H -3.835187 1.185302 -0.893755 -1.570 0.237 -0.065 0.09
H -2.360332 1.070499 -1.581737 1.152 0.679 -1.812 0.04
H -3.212454 -0.496634 -1.367697 -0.200 1.119 0.290 0.12
H -0.285100 1.234436 -1.797402 0.064 -0.212 0.367 0.07
H 1.158502 0.777212 -0.761331 -1.644 0.885 0.067 0.05
H -0.163931 1.976278 -0.218199 -0.039 2.173 1.145 0.03
H -0.802082 -2.602431 0.633213 0.466 1.194 -2.149 0.11
H 0.494161 -2.006170 -0.649946 -0.555 -0.059 0.456 0.06
H -1.198579 -2.002671 -1.107887 -1.383 -0.939 -1.589 0.00
```
Forces are in eV/Å.